Entry 1:
Below is C30H45FGeN3O2SeV as an isolated structure in a non-equilibrium geometry, with properties calculated with ωB97M-V/def2-TZVPD.

```
! wB97M-V def2-TZVPD RIJCOSX def2/J DEFGRID3
* xyz 1 4
V 0.416 -1.051 -0.433
C -2.187 0.724 2.016
C -1.433 1.209 0.763
C -1.030 2.660 1.065
C -2.156 1.198 -0.528
C -3.500 1.487 -0.480
C -4.237 1.480 -1.654
C -3.604 1.317 -2.869
C -2.203 1.092 -2.937
C -1.712 1.115 -4.433
C -0.354 0.547 -4.773
C -1.751 2.551 -4.843
C -1.458 0.957 -1.745
N -0.170 0.439 -1.646
C 0.842 1.251 -2.035
C 0.731 2.583 -2.487
C 1.853 3.223 -2.900
C 3.047 2.576 -2.967
C 3.244 1.273 -2.595
C 2.092 0.662 -2.069
F 2.078 -0.767 -1.750
H -1.615 0.941 2.898
H -2.543 -0.287 2.068
H -3.141 1.297 2.192
H -0.505 0.591 0.695
H -1.761 3.197 1.713
H -0.986 3.197 0.132
H -0.144 2.710 1.696
H -4.048 1.688 0.417
H -5.305 1.480 -1.570
H -4.083 1.558 -3.820
H -2.477 0.596 -5.035
H 0.415 1.288 -4.666
H -0.272 0.275 -5.777
H -0.014 -0.248 -4.108
H -1.093 3.211 -4.232
H -2.769 2.934 -4.744
H -1.394 2.661 -5.875
H -0.212 3.104 -2.539
H 1.765 4.253 -3.215
H 3.939 3.119 -3.266
H 4.230 0.756 -2.587
C 0.290 -5.032 3.009
C -0.882 -4.359 2.650
C -0.768 -3.328 1.712
N 0.424 -3.001 1.135
C 1.531 -3.709 1.443
C 1.468 -4.690 2.399
H 0.205 -5.878 3.758
H -1.849 -4.656 3.048
H -1.602 -2.798 1.354
H 2.447 -3.411 1.037
H 2.335 -5.256 2.722
C 3.398 -1.587 4.449
Ge 2.686 0.272 4.425
C 4.059 1.643 3.992
C 1.845 0.554 6.181
C 1.357 0.405 3.026
Se 2.000 0.491 1.188
C 3.632 -0.572 1.211
H 4.116 -1.731 5.259
H 3.910 -1.865 3.507
H 2.565 -2.257 4.604
H 4.258 1.606 2.906
H 4.934 1.602 4.642
H 3.558 2.649 4.101
H 2.722 0.785 6.803
H 1.449 -0.434 6.575
H 1.066 1.293 6.213
H 0.837 1.418 3.241
H 0.633 -0.388 3.085
H 4.223 -0.229 2.034
H 4.197 -0.282 0.334
H 3.456 -1.625 1.205
N -4.270 -1.945 -2.731
C -2.836 -2.220 -2.995
C -2.078 -2.111 -1.712
O -0.845 -2.225 -1.692
O -2.796 -1.761 -0.639
H -4.837 -2.746 -3.105
H -4.554 -1.168 -3.247
H -3.697 -1.721 -1.061
H -2.476 -1.437 -3.644
H -2.608 -3.144 -3.504
*
```

The value obtained for the total energy is -190667.305 eV. Its energy relative to the best compared isomer or geometry (same formula, charge and spin) is 28.4 kcal/mol.


Entry 2:
Below is C30H45LaNO2P2S2 as an isolated structure in a non-equilibrium geometry, with properties calculated with ωB97M-V/def2-TZVPD.

```
! wB97M-V def2-TZVPD RIJCOSX def2/J DEFGRID3
* xyz 1 1
La 1.868 1.125 -1.162
C -1.340 -1.349 2.410
C -0.909 -2.307 1.449
C 0.821 -1.940 2.914
C -0.267 -1.107 3.304
C 0.432 -2.654 1.749
C -2.673 -0.712 2.493
H -2.629 0.350 2.200
H -3.064 -0.749 3.522
H -3.400 -1.216 1.844
C -0.323 -0.170 4.439
H -1.226 -0.333 5.042
H -0.349 0.869 4.085
H 0.550 -0.280 5.083
C 2.126 -2.092 3.582
H 2.137 -1.609 4.564
H 2.928 -1.640 2.973
H 2.397 -3.152 3.721
C 1.252 -3.639 1.013
H 1.024 -4.667 1.339
H 2.320 -3.457 1.182
H 1.058 -3.584 -0.067
C -1.696 -2.885 0.341
H -1.769 -3.978 0.431
H -1.225 -2.669 -0.628
H -2.713 -2.487 0.322
C -3.763 2.325 -0.802
C -4.786 2.228 -1.657
C -4.791 1.687 -3.054
C -3.421 1.387 -3.716
C -2.880 0.021 -3.423
C -2.843 -0.587 -2.224
C -2.488 0.090 -0.929
C -2.438 1.651 -0.908
H -5.302 2.434 -3.691
H -2.679 2.177 -3.499
H -5.443 0.796 -3.096
H -1.863 1.971 -1.788
H -3.854 2.937 0.100
H -5.763 2.599 -1.337
H -1.845 1.942 -0.022
H -3.178 -0.239 -0.140
H -2.895 -1.673 -2.142
H -1.498 -0.294 -0.591
H -3.581 1.453 -4.806
H -2.453 -0.487 -4.298
P 0.495 1.076 -3.348
C 0.670 2.933 -3.218
C -0.031 0.884 -5.073
P 1.949 -1.239 -2.103
C 2.126 0.044 -3.499
C 0.730 -2.344 -2.935
C 3.533 -2.123 -2.108
H 0.984 3.306 -2.222
H -0.341 3.344 -3.388
H 1.343 3.338 -3.985
H 0.530 1.596 -5.692
H -1.106 1.085 -5.175
H 0.166 -0.129 -5.449
H 3.840 -2.379 -3.125
H 3.410 -3.029 -1.499
H 4.309 -1.492 -1.657
H 3.126 0.530 -3.487
H 2.031 -0.525 -4.439
H 0.788 -3.319 -2.415
H 0.952 -2.468 -4.005
H -0.287 -1.912 -2.843
O 0.467 2.052 1.064
S 1.708 2.676 1.623
O 1.914 4.078 1.368
N 2.928 1.741 0.907
C 3.548 0.848 1.745
S 4.320 -0.497 1.112
C 3.282 1.186 3.118
C 3.836 0.628 4.268
C 3.349 1.030 5.509
C 2.346 2.011 5.595
C 1.792 2.588 4.442
C 2.232 2.124 3.212
H 4.657 -0.081 4.128
H 3.787 0.614 6.415
H 2.010 2.359 6.570
H 1.038 3.381 4.469
*
```

The value obtained for the total energy is -78521.562 eV. Its energy relative to the best compared isomer or geometry (same formula, charge and spin) is 22.0 kcal/mol.


Entry 3:
Below is C30H45N5O4RhSi2Te as an isolated structure, with properties calculated with ωB97M-V/def2-TZVPD.

```
! wB97M-V def2-TZVPD RIJCOSX def2/J DEFGRID3
* xyz 1 1
Rh -0.135 -0.432 -0.053
O 1.127 -1.830 -4.092
C 2.142 -2.633 -3.675
C 2.968 -3.253 -4.611
C 4.011 -4.063 -4.209
C 4.251 -4.268 -2.854
C 3.436 -3.656 -1.928
C 2.371 -2.829 -2.308
C 1.547 -2.213 -1.242
O 0.496 -1.518 -1.580
N 1.907 -2.400 0.001
N 1.023 -1.737 0.844
C 1.016 -2.075 2.086
C 0.122 -1.533 3.069
C 0.332 -1.892 4.418
C -0.521 -1.475 5.406
C -1.639 -0.699 5.063
C -1.878 -0.350 3.757
C -0.999 -0.747 2.735
O -1.292 -0.355 1.498
H 1.081 -1.869 -5.054
H 2.778 -3.093 -5.666
H 4.635 -4.538 -4.954
H 5.061 -4.907 -2.530
H 3.598 -3.813 -0.871
H 1.730 -2.840 2.380
H 1.184 -2.515 4.663
H -0.342 -1.752 6.435
H -2.325 -0.373 5.834
H -2.740 0.242 3.477
O -1.989 1.077 -2.064
C -1.408 0.643 -1.201
C 0.862 5.236 2.178
Si 0.028 5.657 0.557
C -1.482 6.719 0.835
C 1.241 6.524 -0.573
C -0.501 4.048 -0.261
Te -1.914 2.915 0.900
C -3.648 3.508 -0.180
Si -5.220 2.730 0.524
C -6.633 3.161 -0.617
C -4.986 0.868 0.591
C -5.518 3.413 2.238
H 1.234 6.136 2.672
H 1.714 4.570 2.017
H 0.169 4.744 2.864
H -1.212 7.661 1.316
H -2.207 6.215 1.477
H -1.972 6.961 -0.111
H 1.538 7.492 -0.166
H 0.806 6.699 -1.559
H 2.149 5.931 -0.709
H 0.347 3.379 -0.431
H -0.991 4.214 -1.224
H -3.507 3.199 -1.219
H -3.707 4.597 -0.147
H -6.474 2.744 -1.613
H -6.744 4.242 -0.717
H -7.577 2.764 -0.238
H -5.170 0.419 -0.388
H -5.689 0.416 1.295
H -3.978 0.580 0.905
H -5.849 4.452 2.193
H -4.613 3.380 2.850
H -6.291 2.840 2.754
C 4.530 0.104 1.783
C 3.284 0.621 2.474
N 2.252 0.872 1.473
C 2.463 0.873 0.138
N 1.413 0.763 -0.673
C 1.605 1.005 -2.105
C 2.744 1.982 -2.323
C 3.995 1.406 -1.698
N 3.716 1.053 -0.307
C 4.848 1.014 0.614
H 4.356 -0.910 1.413
H 5.365 0.081 2.481
H 3.502 1.545 3.017
H 2.901 -0.102 3.195
H 1.291 0.742 1.749
H 0.677 1.410 -2.511
H 1.805 0.080 -2.644
H 2.515 2.948 -1.864
H 2.890 2.143 -3.391
H 4.798 2.145 -1.685
H 4.351 0.528 -2.246
H 5.097 2.024 0.956
H 5.701 0.634 0.051
*
```

The value obtained for the total energy is -73534.277 eV. Its energy relative to the best compared isomer or geometry (same formula, charge and spin) is 15.8 kcal/mol.


Entry 4:
Below is C30H45NO2P2PtS2 as an isolated structure in a non-equilibrium geometry, with properties calculated with ωB97M-V/def2-TZVPD.

```
! wB97M-V def2-TZVPD RIJCOSX def2/J DEFGRID3
* xyz 2 5
Pt -2.689 -0.790 -2.551
C 0.593 2.020 0.032
C -0.435 1.608 0.932
C 1.517 0.521 1.514
C 1.782 1.326 0.370
C 0.147 0.697 1.861
C 0.463 2.974 -1.089
H -0.441 3.589 -0.987
H 0.428 2.429 -2.046
H 1.324 3.656 -1.139
C 3.064 1.377 -0.360
H 3.008 2.077 -1.201
H 3.327 0.380 -0.747
H 3.885 1.698 0.298
C 2.499 -0.299 2.239
H 2.874 0.228 3.131
H 3.352 -0.537 1.590
H 2.060 -1.251 2.567
C -0.502 0.078 3.036
H -0.164 0.562 3.969
H -0.261 -0.993 3.109
H -1.592 0.176 2.983
C -1.833 2.086 0.912
H -1.951 3.021 1.485
H -2.518 1.346 1.348
H -2.163 2.288 -0.121
C -3.666 -1.514 -4.133
C -3.823 -0.009 -4.160
C -5.163 0.506 -3.687
C -5.536 -0.036 -2.281
C -4.390 -0.682 -1.506
C -4.537 -2.162 -1.205
C -4.990 -3.022 -2.410
C -4.819 -2.450 -3.841
H -5.930 0.216 -4.422
H -6.361 -0.747 -2.389
H -5.181 1.604 -3.665
H -5.766 -2.026 -4.207
H -3.029 -1.861 -4.963
H -3.445 0.454 -5.093
H -4.607 -3.323 -4.473
H -4.494 -4.001 -2.368
H -5.314 -2.272 -0.425
H -6.063 -3.236 -2.258
H -5.917 0.801 -1.676
H -4.165 -0.128 -0.580
P -1.912 1.082 -3.704
C -0.750 0.706 -5.051
C -2.327 2.854 -3.645
P -3.098 -2.861 -0.211
C -1.790 -2.098 -1.212
C -3.030 -1.997 1.356
C -2.880 -4.616 -0.139
H -0.397 -0.337 -4.978
H 0.122 1.360 -4.920
H -1.248 0.899 -6.014
H -3.405 3.023 -3.793
H -1.770 3.421 -4.407
H -2.037 3.249 -2.653
H -3.236 -5.089 -1.063
H -3.450 -5.012 0.713
H -1.808 -4.825 0.009
H -1.108 -1.570 -0.520
H -1.187 -2.885 -1.702
H -2.184 -2.389 1.941
H -3.964 -2.159 1.916
H -2.887 -0.915 1.194
O 0.971 -5.190 0.751
S 1.337 -3.806 0.948
O 1.125 -3.245 2.271
N 0.699 -2.830 -0.203
C 1.581 -2.245 -1.038
S 1.120 -1.139 -2.199
C 2.956 -2.617 -0.722
C 4.144 -2.106 -1.252
C 5.354 -2.446 -0.647
C 5.382 -3.284 0.475
C 4.195 -3.806 1.015
C 2.997 -3.455 0.398
H 4.079 -1.457 -2.127
H 6.286 -2.048 -1.053
H 6.335 -3.537 0.938
H 4.181 -4.466 1.877
*
```

The value obtained for the total energy is -80899.000 eV. Its energy relative to the best compared isomer or geometry (same formula, charge and spin) is 0.0 kcal/mol.


Entry 5:
Below is C30H45NO2P2S2Y as an isolated structure in a non-equilibrium geometry, with properties calculated with ωB97M-V/def2-TZVPD.

```
! wB97M-V def2-TZVPD RIJCOSX def2/J DEFGRID3
* xyz 1 1
Y -0.682 1.375 -2.739
C -1.030 -1.483 0.953
C 0.310 -1.588 0.484
C 0.355 -0.539 2.535
C -0.997 -0.859 2.234
C 1.165 -0.989 1.453
C -2.267 -1.919 0.284
H -2.061 -2.255 -0.738
H -2.985 -1.082 0.214
H -2.747 -2.749 0.834
C -2.144 -0.534 3.102
H -3.071 -0.899 2.641
H -2.238 0.560 3.243
H -2.038 -0.999 4.099
C 0.857 0.168 3.727
H 1.317 -0.527 4.455
H 0.027 0.690 4.225
H 1.613 0.921 3.434
C 2.630 -0.857 1.338
H 3.148 -1.520 2.058
H 2.927 0.184 1.547
H 2.980 -1.116 0.323
C 0.741 -2.158 -0.806
H 1.464 -2.971 -0.642
H 1.245 -1.401 -1.431
H -0.109 -2.555 -1.378
C -1.580 2.288 -4.505
C -2.076 0.927 -4.670
C -1.519 0.157 -5.910
C 0.016 0.051 -5.808
C 0.547 0.489 -4.436
C 1.564 1.565 -4.638
C 0.991 2.923 -5.148
C -0.570 2.991 -5.413
H -1.792 0.689 -6.835
H 0.451 0.638 -6.635
H -1.941 -0.855 -5.983
H -0.736 2.699 -6.464
H -2.239 3.022 -3.970
H -3.168 0.914 -4.616
H -0.836 4.065 -5.336
H 1.315 3.741 -4.470
H 2.365 1.228 -5.334
H 1.468 3.159 -6.123
H 0.366 -0.973 -5.995
H 0.894 -0.354 -3.789
P -2.414 -0.891 -3.223
C -4.216 -0.739 -3.091
C -2.270 -2.486 -4.143
P 3.022 1.659 -3.217
C 1.589 1.658 -2.153
C 3.896 0.140 -2.694
C 3.784 3.228 -2.760
H -4.475 -0.204 -2.171
H -4.621 -1.754 -3.052
H -4.616 -0.204 -3.964
H -1.345 -2.571 -4.731
H -3.151 -2.669 -4.762
H -2.237 -3.205 -3.315
H 3.281 4.035 -3.313
H 4.847 3.175 -3.050
H 3.655 3.399 -1.674
H 1.136 2.671 -2.019
H 1.339 0.777 -1.521
H 4.270 0.243 -1.654
H 4.737 0.044 -3.409
H 3.231 -0.747 -2.749
O 1.303 4.302 -0.166
S 0.741 3.100 0.403
O 1.607 1.964 0.567
N -0.574 2.625 -0.505
C -1.709 2.498 0.238
S -2.968 1.693 -0.551
C -1.536 3.005 1.613
C -2.381 3.053 2.736
C -1.935 3.558 3.967
C -0.596 3.931 4.140
C 0.297 3.807 3.074
C -0.206 3.372 1.852
H -3.404 2.707 2.628
H -2.614 3.674 4.817
H -0.229 4.309 5.095
H 1.355 4.050 3.146
*
```

The value obtained for the total energy is -78702.806 eV. Its energy relative to the best compared isomer or geometry (same formula, charge and spin) is 41.3 kcal/mol.